Density functional theory data (ωB97M-V/def2-TZVPD) for a 2-piece molecular cluster, C6H10O overall.

Last columns: bonded neighbours and bond lengths (Å).
Atoms and positions in Å:
1 C 1.9972 0.4423 0.9543  C2 1.333, H8 1.088, H9 1.087
2 C 0.7731 0.1077 0.5460  C1 1.333, C3 1.470, C6 1.529
3 C -0.0422 -1.0380 0.9726  C2 1.470, C4 1.339, H10 1.087
4 C -1.2621 -0.9914 0.4234  C3 1.339, C5 1.507, H11 1.087
5 C -1.4390 0.2042 -0.4772  C4 1.507, C6 1.552, H12 1.098, H13 1.098
6 C -0.0661 0.9260 -0.4355  C2 1.529, C5 1.552, O7 1.415, H14 1.094
7 O -0.1383 2.2980 -0.0976  C6 1.415, H15 0.967
8 H 2.4869 1.3380 0.5792  C1 1.088
9 H 2.5453 -0.1614 1.6735  C1 1.087
10 H 0.3141 -1.7951 1.6658  C3 1.087
11 H -2.0499 -1.7197 0.5973  C4 1.087
12 H -1.7164 -0.0919 -1.4970  C5 1.098
13 H -2.2270 0.8796 -0.1195  C5 1.098
14 H 0.3979 0.9089 -1.4265  C6 1.094
15 H -0.3291 2.3466 0.8489  O7 0.967
16 H 0.4828 -1.7666 -2.4562  H17 0.745
17 H 0.2728 -1.8871 -1.7516  H16 0.745

Results
total charge	0
electronic energy	-309.78452	a.u.
gap between HOMO and LUMO	0.3560	hartree
F_max	0.3	eV/Å
molecular weight	98.1	u
lowest unoccupied orbital energy	0.99	eV
SMILES	C=C1C=CC[C@H]1O.[H][H]

Here are the Löwdin charges for atoms 1 to 8, given in e: C 0.07; C -0.28; C -0.07; C -0.09; C -0.14; C -0.35; O -0.03; H 0.07

---

Density functional theory data (ωB97M-V/def2-TZVPD) for a 7-piece molecular cluster, C3H21N2O7S overall in a non-equilibrium geometry.

Last columns: bonded neighbours and bond lengths (Å).
Atoms and positions in Å:
1 N -0.3774 0.3433 0.3820  C2 1.568, H8 1.008, H9 1.056, H10 1.000
2 C -1.1742 -0.7931 -0.3465  N1 1.568, C3 1.484, C5 1.649, H11 1.188
3 C -2.5529 -0.9408 0.1833  C2 1.484, S4 1.841, H12 1.210, H13 1.212
4 S -2.4690 -0.9403 2.0225  C3 1.841, H14 1.474
5 C -0.2667 -2.1642 -0.2144  C2 1.649, N6 1.376, O7 1.165
6 N -0.8817 -3.1936 0.4597  C5 1.376, H15 1.039, H16 1.016
7 O 0.7683 -2.3193 -0.7273  C5 1.165
8 H -0.9132 1.1955 0.4386  N1 1.008
9 H -0.0553 0.1252 1.3638  N1 1.056
10 H 0.4176 0.6999 -0.1093  N1 1.000
11 H -1.1025 -0.5112 -1.4980  C2 1.188
12 H -3.2937 -0.0616 -0.1952  C3 1.210
13 H -3.4255 -1.6478 -0.2738  C3 1.212
14 H -2.1647 -2.3358 2.3884  S4 1.474
15 H -0.2998 -3.9897 0.7885  N6 1.039
16 H -1.8257 -3.4867 0.2255  N6 1.016
17 H 0.7457 2.9892 -1.1459  O19 0.974
18 H -0.1780 3.7128 -2.0376  O19 0.945
19 O -0.2057 3.0846 -1.3322  H17 0.974, H18 0.945
20 H 2.7959 -2.0434 -0.5513  O22 0.954
21 H 4.1231 -1.8493 -0.9393  O22 0.947
22 O 3.3045 -1.3786 -1.0092  H20 0.954, H21 0.947
23 H 0.4507 0.6060 3.3898  O25 0.980
24 H 1.7561 -0.3013 3.1461  O25 1.025
25 O 0.9213 0.0924 2.7005  H23 0.980, H24 1.025
26 H 2.2956 2.6437 -2.5212  O28 0.962
27 H 2.3984 2.5337 -1.0101  O28 0.955
28 O 2.0417 2.0894 -1.7768  H26 0.962, H27 0.955
29 H -1.1889 3.5101 1.0268  O31 0.974
30 H -1.5950 2.8227 2.3591  O31 0.905
31 O -1.5048 2.7005 1.4674  H29 0.974, H30 0.905
32 H 1.2977 -1.0946 -2.0810  O34 0.922
33 H 1.2912 0.2023 -2.6728  O34 1.014
34 O 0.8671 -0.3001 -1.9005  H32 0.922, H33 1.014

Results
total charge	0
electronic energy	-1161.06536	a.u.
gap between HOMO and LUMO (alpha / beta)	0.0980 / 0.3529	hartree
F_max	5.0	eV/Å
molecular weight	229.3	u
lowest unoccupied orbital energy (alpha / beta)	0.27 / 0.17	eV
multiplicity	2

Here are the Löwdin charges for atoms 1 to 8, given in e: N 0.16; C -0.28; C -0.57; S 0.62; C -0.48; N 0.11; O 0.07; H 0.06

---

Density functional theory data (ωB97M-V/def2-TZVPD) for a 2-piece molecular cluster, C2H7N3O3S2 overall in a non-equilibrium geometry.

Last columns: bonded neighbours and bond lengths (Å).
Atoms and positions in Å:
1 C 1.8992 0.8236 0.0775  C2 1.559, S9 1.821, H11 1.166, H12 1.070
2 C 1.0385 -0.1952 0.8850  C1 1.559, S10 1.756, H13 1.136, H14 1.064
3 N -2.4322 0.8689 1.7312  N5 1.123
4 N -3.0340 1.0973 -0.4580  N5 1.173, H17 0.972
5 N -2.7245 0.8535 0.6471  N3 1.123, N4 1.173
6 O -0.5107 -0.4805 -1.2179  S10 1.418
7 O 1.3945 -2.0273 -1.0191  S10 1.460
8 O -0.4583 -2.3374 0.4761  S10 1.635, H16 0.959
9 S 0.7646 1.9447 -0.8021  C1 1.821, H15 1.409
10 S 0.3656 -1.2130 -0.3782  C2 1.756, O6 1.418, O7 1.460, O8 1.635
11 H 2.6975 0.4194 -0.6706  C1 1.166
12 H 2.4081 1.3889 0.8296  C1 1.070
13 H 0.2562 0.2642 1.5688  C2 1.136
14 H 1.5825 -0.9482 1.4044  C2 1.064
15 H 0.8010 1.5826 -2.1633  S9 1.409
16 H -1.3507 -2.6520 0.3187  O8 0.959
17 H -2.6975 0.6103 -1.2292  N4 0.972

Results
total charge	0
electronic energy	-1266.65090	a.u.
gap between HOMO and LUMO	0.3534	hartree
F_max	4.1	eV/Å
molecular weight	185.2	u
lowest unoccupied orbital energy	0.44	eV

Here are the Löwdin charges for atoms 1 to 8, given in e: C -0.55; C -0.30; N 0.18; N 0.13; N -0.33; O -0.37; O -0.28; O -0.18

---

Density functional theory data (ωB97M-V/def2-TZVPD) for a 18-piece molecular cluster, C39H114O18 overall in a non-equilibrium geometry.

Last columns: bonded neighbours and bond lengths (Å).
Atoms and positions in Å:
1 C -24.3547 -3.1572 12.6051  C2 1.523, H5 1.086, H6 1.110, H7 1.082
2 C -23.1204 -3.8259 12.0138  C1 1.523, C3 1.516, O4 1.419, H8 1.092
3 C -21.8944 -3.5956 12.8755  C2 1.516, H9 1.068, H10 1.102, H11 1.074
4 O -23.4998 -5.1822 11.8433  C2 1.419, H12 0.987
5 H -24.0894 -2.1082 12.6972  C1 1.086
6 H -24.4879 -3.5419 13.6379  C1 1.110
7 H -25.3097 -3.2276 12.1013  C1 1.082
8 H -22.9566 -3.4623 10.9971  C2 1.092
9 H -21.6107 -2.5664 12.8711  C3 1.068
10 H -21.0354 -4.1709 12.4928  C3 1.102
11 H -22.1082 -3.9406 13.8698  C3 1.074
12 H -22.8261 -5.5800 11.2413  O4 0.987
13 C -20.4552 -10.7709 12.1684  C14 1.563, H17 1.082, H18 1.108, H19 1.081
14 C -21.7454 -10.2335 12.8677  C13 1.563, C15 1.577, O16 1.385, H20 1.113
15 C -21.7031 -10.6427 14.3905  C14 1.577, H21 1.106, H22 1.091, H23 1.083
16 O -21.9163 -8.8674 12.7208  C14 1.385, H24 0.964
17 H -20.2479 -11.8093 12.3917  C13 1.082
18 H -19.5931 -10.1210 12.4171  C13 1.108
19 H -20.5462 -10.6170 11.1022  C13 1.081
20 H -22.5835 -10.7494 12.3490  C14 1.113
21 H -22.5823 -10.1799 14.8763  C15 1.106
22 H -20.7687 -10.3490 14.8709  C15 1.091
23 H -21.8134 -11.7154 14.4934  C15 1.083
24 H -22.7599 -8.5229 13.0357  O16 0.964
25 C -23.3016 -6.7956 6.4343  C26 1.564, H29 1.104, H30 1.093, H31 1.091
26 C -21.7552 -6.9676 6.5969  C25 1.564, C27 1.517, O28 1.441, H32 1.087
27 C -20.9455 -6.9439 5.3146  C26 1.517, H33 1.092, H34 1.089, H35 1.109
28 O -21.2321 -5.9733 7.5001  C26 1.441, H36 0.968
29 H -23.6584 -7.7284 5.9644  C25 1.104
30 H -23.5092 -5.8991 5.8446  C25 1.093
31 H -23.7716 -6.7299 7.4169  C25 1.091
32 H -21.5498 -7.9290 7.0608  C26 1.087
33 H -20.9719 -5.9642 4.8335  C27 1.092
34 H -21.3479 -7.6837 4.6239  C27 1.089
35 H -19.8908 -7.1708 5.5723  C27 1.109
36 H -21.4704 -5.1063 7.1416  O28 0.968
37 C -26.4611 -9.0745 7.8184  C38 1.458, H40 1.109, H41 1.085, H42 1.082
38 C -27.0640 -9.4528 9.0910  C37 1.458, O39 1.393, H43 1.059, H44 1.098
39 O -28.0729 -10.4027 8.9438  C38 1.393, H45 0.967
40 H -25.9265 -8.1289 8.0402  C37 1.109
41 H -27.1880 -8.8554 7.0436  C37 1.085
42 H -25.8061 -9.8200 7.3868  C37 1.082
43 H -27.4507 -8.6279 9.6306  C38 1.059
44 H -26.2956 -9.8044 9.7928  C38 1.098
45 H -28.0061 -11.0973 9.6134  O39 0.967
46 C -19.8159 -10.0642 8.2495  C47 1.560, H49 1.117, H50 1.088, H51 1.089
47 C -19.0551 -8.7052 8.3473  C46 1.560, O48 1.422, H52 1.124, H53 1.071
48 O -17.9316 -8.6825 7.4756  C47 1.422, H54 0.989
49 H -20.2689 -10.1685 7.2340  C46 1.117
50 H -20.4926 -10.1037 9.1005  C46 1.088
51 H -19.0641 -10.8486 8.3267  C46 1.089
52 H -18.7069 -8.5456 9.4043  C47 1.124
53 H -19.6721 -7.8692 8.0895  C47 1.071
54 H -17.4317 -7.8426 7.6234  O48 0.989
55 C -27.6959 -7.7877 12.4579  C56 1.533, H58 1.086, H59 1.075, H60 1.099
56 C -26.9668 -6.4701 12.1687  C55 1.533, O57 1.396, H61 1.086, H62 1.114
57 O -25.7079 -6.5154 12.7696  C56 1.396, H63 0.971
58 H -27.1174 -8.5503 11.9450  C55 1.086
59 H -28.6744 -7.7568 12.0131  C55 1.075
60 H -27.7424 -8.1037 13.5097  C55 1.099
61 H -27.5794 -5.6310 12.4866  C56 1.086
62 H -26.7534 -6.3930 11.0781  C56 1.114
63 H -25.0295 -5.9230 12.4069  O57 0.971
64 C -16.3644 -2.4849 14.3058  C65 1.450, H67 1.087, H68 1.106, H69 1.095
65 C -16.9813 -3.7529 14.6454  C64 1.450, O66 1.429, H70 1.106, H71 1.066
66 O -16.1516 -4.8482 14.2531  C65 1.429, H72 0.964
67 H -16.1343 -2.4534 13.2441  C64 1.087
68 H -15.4610 -2.1845 14.8696  C64 1.106
69 H -17.0291 -1.6771 14.6304  C64 1.095
70 H -17.9350 -3.8955 14.1034  C65 1.106
71 H -17.2435 -3.8426 15.6748  C65 1.066
72 H -16.3245 -5.6421 14.7709  O66 0.964
73 C -17.7180 -1.8296 10.5082  C74 1.504, H76 1.094, H77 1.096, H78 1.111
74 C -16.3804 -1.1421 10.5442  C73 1.504, O75 1.454, H79 1.102, H80 1.106
75 O -16.1100 -0.5164 9.2598  C74 1.454, H81 0.956
76 H -17.6724 -2.7578 9.9306  C73 1.094
77 H -18.4253 -1.1449 10.0262  C73 1.096
78 H -17.9966 -2.0614 11.5585  C73 1.111
79 H -15.5452 -1.8321 10.7484  C74 1.102
80 H -16.2486 -0.3548 11.3100  C74 1.106
81 H -16.6927 0.2253 9.1016  O75 0.956
82 C -23.5753 -9.5711 9.4042  C83 1.464, H85 1.095, H86 1.128, H87 1.100
83 C -24.0609 -8.4881 10.2612  C82 1.464, O84 1.479, H88 1.101, H89 1.094
84 O -24.4812 -9.0690 11.5553  C83 1.479, H90 0.959
85 H -23.1237 -9.1445 8.5030  C82 1.095
86 H -24.3893 -10.3250 9.1980  C82 1.128
87 H -22.7386 -10.1144 9.8685  C82 1.100
88 H -24.8683 -7.9646 9.7266  C83 1.101
89 H -23.3098 -7.7206 10.4708  C83 1.094
90 H -24.9729 -8.3823 12.0099  O84 0.959
91 C -19.7606 0.2804 15.0097  C92 1.532, H94 1.065, H95 1.102, H96 1.082
92 C -20.6135 -0.9048 15.4743  C91 1.532, O93 1.477, H97 1.082, H98 1.096
93 O -19.7949 -2.1345 15.4829  C92 1.477, H99 0.960
94 H -18.9257 0.3247 15.6691  C91 1.065
95 H -20.4029 1.1732 15.0792  C91 1.102
96 H -19.6181 0.0742 13.9576  C91 1.082
97 H -21.4628 -1.0797 14.8266  C92 1.082
98 H -20.9085 -0.7259 16.5149  C92 1.096
99 H -20.3181 -2.8484 15.1109  O93 0.960
100 C -22.4770 -7.8560 16.2844  C101 1.528, H103 1.095, H104 1.070, H105 1.085
101 C -23.3094 -7.1076 15.2449  C100 1.528, O102 1.395, H106 1.111, H107 1.109
102 O -24.0531 -8.0187 14.4957  C101 1.395, H108 0.944
103 H -23.1695 -8.4287 16.9097  C100 1.095
104 H -22.0109 -7.1650 16.9549  C100 1.070
105 H -21.6592 -8.3824 15.8026  C100 1.085
106 H -22.5460 -6.6183 14.6036  C101 1.111
107 H -23.9234 -6.3584 15.7842  C101 1.109
108 H -24.7214 -7.5509 14.0198  O102 0.944
109 C -15.3454 -4.7941 10.9400  C110 1.595, H112 1.075, H113 1.081, H114 1.089
110 C -15.5920 -6.1996 11.6519  C109 1.595, O111 1.411, H115 1.081, H116 1.077
111 O -15.7610 -7.1748 10.6465  C110 1.411, H117 0.954
112 H -15.1373 -4.1165 11.7482  C109 1.075
113 H -16.1448 -4.4575 10.2945  C109 1.081
114 H -14.4571 -4.8987 10.3191  C109 1.089
115 H -16.4059 -6.0965 12.3558  C110 1.081
116 H -14.7474 -6.4944 12.2522  C110 1.077
117 H -15.6131 -8.0535 10.9870  O111 0.954
118 C -16.4486 -4.7515 6.4033  C119 1.561, H121 1.084, H122 1.072, H123 1.113
119 C -15.6779 -5.6853 7.3893  C118 1.561, O120 1.443, H124 1.075, H125 1.068
120 O -16.6831 -6.3514 8.1813  C119 1.443, H126 1.017
121 H -17.3373 -5.2074 5.9814  C118 1.084
122 H -15.8552 -4.3004 5.6335  C118 1.072
123 H -16.8422 -3.9168 7.0257  C118 1.113
124 H -14.9076 -5.1736 7.9372  C119 1.075
125 H -15.1896 -6.4550 6.8321  C119 1.068
126 H -16.2799 -6.6984 9.0476  O120 1.017
127 C -18.9352 -7.0983 13.9956  C128 1.504, H130 1.097, H131 1.079, H132 1.071
128 C -17.7763 -8.0505 13.8788  C127 1.504, O129 1.451, H133 1.115, H134 1.095
129 O -16.6653 -7.5492 14.6663  C128 1.451, H135 0.979
130 H -18.6105 -6.2134 13.4345  C127 1.097
131 H -19.0750 -6.9475 15.0546  C127 1.079
132 H -19.8352 -7.4962 13.5729  C127 1.071
133 H -17.4584 -8.2206 12.8232  C128 1.115
134 H -18.0606 -9.0134 14.3161  C128 1.095
135 H -15.8416 -7.8313 14.2182  O129 0.979
136 C -20.8572 -3.0300 9.0810  C137 1.501, H139 1.096, H140 1.098, H141 1.121
137 C -20.9904 -2.2955 7.7794  C136 1.501, O138 1.409, H142 1.067, H143 1.064
138 O -21.3153 -3.1990 6.7476  C137 1.409, H144 0.963
139 H -21.7503 -3.6282 9.2966  C136 1.096
140 H -20.6612 -2.2919 9.8696  C136 1.098
141 H -20.0034 -3.7558 9.0759  C136 1.121
142 H -20.0809 -1.7916 7.5390  C137 1.067
143 H -21.7609 -1.5624 7.8151  C137 1.064
144 H -21.0490 -2.8500 5.8904  O138 0.963
145 C -17.1302 -10.3922 10.5077  C146 1.504, H148 1.101, H149 1.110, H150 1.114
146 C -16.0203 -10.8708 11.4020  C145 1.504, O147 1.487, H151 1.082, H152 1.088
147 O -15.3987 -9.6804 12.0399  C146 1.487, H153 0.960
148 H -16.7529 -9.7666 9.6846  C145 1.101
149 H -17.9283 -9.8180 11.0230  C145 1.110
150 H -17.6857 -11.2477 10.0604  C145 1.114
151 H -15.2351 -11.4191 10.8985  C146 1.082
152 H -16.4358 -11.5411 12.1514  C146 1.088
153 H -14.6779 -9.8846 12.6410  O147 0.960
154 C -24.8721 -4.5816 8.7131  C155 1.562, H157 1.101, H158 1.084, H159 1.088
155 C -25.9965 -4.8276 7.6565  C154 1.562, O156 1.390, H160 1.083, H161 1.075
156 O -27.2158 -5.1228 8.2547  C155 1.390, H162 0.956
157 H -25.0811 -3.6548 9.2697  C154 1.101
158 H -23.9288 -4.4574 8.1934  C154 1.084
159 H -24.9136 -5.3988 9.4308  C154 1.088
160 H -25.7480 -5.7072 7.0757  C155 1.083
161 H -26.0419 -4.0280 6.9390  C155 1.075
162 H -27.4989 -4.3448 8.7336  O156 0.956
163 C -19.0266 -6.1956 10.6802  C164 1.535, H166 1.103, H167 1.087, H168 1.092
164 C -20.4565 -6.7331 10.8301  C163 1.535, O165 1.407, H169 1.067, H170 1.082
165 O -21.3295 -5.7971 10.2450  C164 1.407, H171 0.988
166 H -18.9475 -5.1750 11.0916  C163 1.103
167 H -18.6773 -6.1141 9.6536  C163 1.087
168 H -18.2784 -6.8009 11.1968  C163 1.092
169 H -20.7162 -6.7623 11.8642  C164 1.067
170 H -20.6277 -7.7203 10.4213  C164 1.082
171 H -21.2272 -5.8716 9.2652  O165 0.988

Results
total charge	0
electronic energy	-2908.47142	a.u.
gap between HOMO and LUMO	0.3549	hartree
F_max	2.6	eV/Å
molecular weight	871.3	u
lowest unoccupied orbital energy	0.30	eV

Here are the Löwdin charges for atoms 1 to 8, given in e: C -0.04; C -0.48; C -0.03; O -0.09; H 0.08; H 0.09; H 0.07; H 0.11